1.
Below is a structure of composition C31H43N3O5PPdSe, with properties calculated with ωB97M-V/def2-TZVPD.

Values from the calculation:
E_HOMO ... -3.2567 eV
Charge ... -1
Relative energy (zero: lowest compared OMol25 entry of this formula, charge and spin) ... 0.000 eV
Strongest force on any atom ... 0.3 eV/A
Orbital gap ... 5.90 eV

```
85
Properties=species:S:1:pos:R:3:forces:R:3:mulliken_charge:R:1
Pd -0.669442 1.350182 -0.855952 0.1 -0.2 -0.3 0.2689
O 3.409103 0.088314 -1.664656 0.1 0.0 0.0 -0.7609
C 2.344564 0.719835 -1.539158 -0.2 0.0 -0.2 0.3356
O 1.257044 0.532388 -2.139375 0.0 0.1 0.3 -0.8113
C 2.378167 1.871803 -0.512075 0.0 -0.1 -0.1 0.7476
C 3.398851 1.894122 0.475440 0.0 0.0 0.0 -0.5004
C 3.414629 2.905894 1.385907 0.0 -0.1 -0.1 -0.8805
C 2.424816 3.919222 1.318622 0.0 0.0 -0.1 1.1719
C 2.365004 5.009411 2.216216 0.0 0.0 0.0 -0.7601
C 1.377445 5.948177 2.100642 0.1 0.0 0.1 -0.5010
C 0.404294 5.836449 1.086290 -0.1 0.0 -0.1 -0.6326
C 0.438482 4.793874 0.203286 0.0 0.0 0.0 -0.1909
C 1.455228 3.816448 0.296062 0.1 0.0 0.1 -0.1115
N 1.453616 2.791285 -0.602109 -0.1 -0.2 0.1 -0.6002
H 4.130564 1.097915 0.456474 0.0 0.0 0.0 0.6065
H 4.169718 2.956377 2.163318 0.0 0.0 0.0 0.3650
H 3.112523 5.083425 2.998640 0.0 0.0 0.0 0.3577
H 1.334401 6.778407 2.795187 0.0 0.0 0.0 0.3735
H -0.385445 6.574775 1.020131 0.0 0.0 0.0 0.3718
H -0.313930 4.654566 -0.560796 0.0 0.0 0.0 0.3899
C -4.174797 -0.904903 0.936094 0.0 0.0 0.0 -1.2345
C -4.128505 0.081555 -0.211338 -0.1 0.0 -0.1 0.2383
O -3.809327 1.371616 0.286821 0.1 0.0 0.1 -0.4901
P -2.552122 2.190033 -0.400468 -0.2 0.2 0.0 0.8948
O -2.584283 3.422824 0.666299 0.0 0.0 -0.1 -0.1390
C -3.752657 4.053705 1.176912 0.0 0.0 0.1 -0.2497
C -4.267813 5.154031 0.265261 0.0 0.0 0.0 -0.9836
O -3.427602 2.850174 -1.655016 0.1 -0.1 -0.1 -0.4404
C -2.844529 2.821923 -2.965352 0.0 0.0 0.2 -0.3536
C -3.200202 1.545498 -3.706619 -0.1 0.0 0.1 -0.9202
H -4.393150 -1.911055 0.571753 0.0 0.0 0.0 0.3692
H -4.943080 -0.617081 1.656181 0.0 0.0 0.0 0.4257
H -3.207472 -0.929815 1.437323 0.0 0.0 0.0 0.0817
H -5.101168 0.144338 -0.711620 0.0 0.0 0.0 0.2935
H -3.390759 -0.229191 -0.959672 0.0 0.0 0.0 -0.2130
H -3.453746 4.483640 2.137253 0.0 0.0 0.0 0.3079
H -4.525380 3.307822 1.368798 0.0 0.0 0.0 0.2106
H -3.455118 5.835879 0.006947 0.0 0.0 0.0 0.1944
H -5.044958 5.727425 0.777434 0.0 0.0 0.0 0.4200
H -4.675326 4.744655 -0.656802 0.0 0.0 0.0 0.2099
H -1.756983 2.913677 -2.880922 0.0 0.0 0.0 0.2172
H -3.228354 3.699666 -3.490510 0.0 0.0 0.0 0.3734
H -2.663278 0.702834 -3.268209 0.0 0.0 0.0 0.0157
H -2.930438 1.621054 -4.761870 0.1 0.0 0.0 0.3989
H -4.274236 1.358338 -3.636211 0.0 0.0 0.0 0.2960
C -0.955534 -4.246489 -3.357478 0.0 0.0 0.0 -1.2220
C 0.263702 -4.678841 -2.555323 0.0 0.0 0.1 0.0741
C 1.544464 -3.966504 -2.988989 0.0 0.0 0.0 -0.8551
C 1.635256 -2.518394 -2.517426 -0.1 0.0 -0.2 -1.5296
N 1.813361 -2.420978 -1.081453 0.0 0.0 0.2 1.1736
C 0.887299 -1.976243 -0.194107 -0.2 0.1 0.0 -0.8846
Se -0.878378 -1.595619 -0.512724 0.2 0.0 0.0 -0.3358
N 1.515484 -1.842851 1.014093 0.0 0.0 -0.1 1.3550
C 0.938686 -1.256012 2.211544 0.0 0.0 0.0 -1.3527
C 0.613669 -2.300333 3.277617 0.0 0.0 -0.1 -0.6355
C -0.508918 -3.246862 2.869371 0.0 0.0 0.0 0.7162
C -0.783742 -4.306919 3.926121 0.0 0.0 0.1 -1.5156
C 2.845280 -2.207670 0.885828 0.0 0.0 0.0 0.5739
C 3.888429 -2.219216 1.795045 0.0 0.0 0.0 -0.9206
C 5.133369 -2.614426 1.322903 0.0 0.0 0.1 -0.7541
C 5.318308 -2.982674 -0.007648 0.1 0.0 -0.1 -0.8775
C 4.270482 -2.969567 -0.915980 0.0 0.0 0.0 -0.7702
C 3.030626 -2.576327 -0.445832 0.1 0.0 0.1 0.4087
H -1.864141 -4.723197 -2.985892 0.0 0.0 0.0 0.3313
H -0.842972 -4.506511 -4.413760 0.0 0.0 0.0 0.3747
H -1.109615 -3.170128 -3.280555 0.0 0.0 0.0 0.2118
H 0.403901 -5.760011 -2.650122 0.0 0.0 0.0 0.3969
H 0.084895 -4.480393 -1.494851 0.0 0.0 0.0 -0.0698
H 1.610998 -3.973327 -4.082306 0.0 0.0 0.0 0.5174
H 2.419361 -4.513743 -2.624167 0.0 0.0 0.0 0.3101
H 0.741306 -1.943669 -2.756774 0.0 0.0 0.0 0.4809
H 2.474130 -1.984411 -2.966812 0.0 0.0 0.0 0.5080
H 0.041924 -0.721490 1.893300 0.0 0.0 0.0 0.3661
H 1.654273 -0.518632 2.583932 0.0 0.0 0.0 0.4566
H 0.344345 -1.782454 4.203934 0.0 0.0 0.0 0.4870
H 1.514599 -2.882621 3.503506 0.0 0.0 0.0 0.2929
H -0.250897 -3.724198 1.921353 0.0 0.0 0.0 -0.0146
H -1.411262 -2.668333 2.661875 0.0 0.0 0.0 -0.1848
H 0.104329 -4.918694 4.104595 0.0 0.0 0.0 0.3355
H -1.592850 -4.975156 3.628279 0.0 0.0 0.0 0.4053
H -1.063267 -3.849840 4.879057 0.0 0.0 0.0 0.3383
H 3.745624 -1.921548 2.825661 0.0 0.0 0.0 0.4140
H 5.977746 -2.628868 2.000469 0.0 0.0 0.0 0.3916
H 6.306780 -3.268246 -0.344634 0.0 0.0 0.0 0.3858
H 4.424608 -3.220108 -1.956217 0.0 0.0 0.0 0.4547
```
Forces are in eV/Å.


2.
Below is a cluster of 2 separate species, C31H43N4O3 in total at a distorted geometry, with properties calculated with ωB97M-V/def2-TZVPD.

Values from the calculation:
E_HOMO ... -10.8885 eV
Charge ... +1
Relative energy (zero: lowest compared OMol25 entry of this formula, charge and spin) ... 0.000 eV
Strongest force on any atom ... 2.2 eV/A
Orbital gap ... 6.61 eV

```
81
Properties=species:S:1:pos:R:3:forces:R:3:mulliken_charge:R:1
C -6.748684 0.840983 5.555026 0.0 0.0 0.0 -0.7959
O -5.398896 1.284611 5.785042 0.5 -0.2 -1.0 -0.4208
C -4.499358 1.150467 4.780501 -0.4 -0.1 -0.1 0.8704
C -3.177962 1.561259 5.055555 -0.6 0.1 0.4 -0.8116
C -2.187954 1.433008 4.114490 0.4 -0.3 -0.7 -0.0901
C -2.449933 0.882793 2.817456 -1.0 -0.3 0.4 0.4610
C -1.452894 0.696440 1.795347 -0.7 0.1 -1.1 -0.9393
C -1.793957 0.340260 0.484982 -0.6 0.1 1.2 0.2195
C -0.951377 0.233902 -0.614772 -0.2 -0.6 -1.4 0.3809
N -1.362845 -0.146269 -1.848815 0.8 0.7 1.9 0.6133
C -0.422830 -0.146280 -2.965231 0.5 -0.6 -0.6 -0.2300
C 0.092036 1.251219 -3.316786 -0.1 0.2 0.2 -0.4556
C 1.082622 1.211031 -4.449673 0.1 0.2 -0.1 0.5309
C 0.833385 1.943844 -5.612618 0.2 -0.4 0.1 -0.4095
C 1.686325 1.808251 -6.707198 0.1 0.0 0.1 -0.5640
C 2.805343 0.971186 -6.624723 -0.1 0.0 0.2 -0.4803
C 3.091788 0.300185 -5.428209 -0.1 0.1 0.0 -0.6829
C 2.232326 0.425824 -4.333857 0.0 0.1 -0.5 -0.3046
C -1.235802 -0.754479 -4.112287 0.1 -0.5 -1.0 0.2424
O -0.841966 -1.052268 -5.236090 -0.3 0.6 1.7 -0.6894
N -2.511671 -0.922970 -3.656244 0.6 0.2 -0.1 0.2652
C -3.538234 -1.446483 -4.535216 -0.5 -0.2 0.1 -0.9754
C -2.729720 -0.553116 -2.256816 -0.8 -0.1 -0.3 0.0828
C -3.260520 -1.764584 -1.481073 0.3 -0.2 -0.1 -1.5345
C -3.732894 0.605140 -2.177963 0.1 0.2 -0.1 -1.5458
C -3.804959 0.499190 2.567566 0.2 0.0 -0.1 -0.4927
C -4.815858 0.631950 3.499405 0.2 0.2 0.4 -0.7303
H -7.240926 1.015742 6.515422 0.0 -0.1 -0.3 0.2375
H -7.239434 1.430874 4.759654 0.3 -0.2 0.4 0.3342
H -6.781988 -0.232013 5.293660 0.1 0.4 0.2 0.3457
H -3.011571 1.984011 6.049482 0.2 -0.1 -0.4 0.4326
H -1.178797 1.763294 4.366201 -0.2 -0.1 -0.1 0.2067
H -0.419600 0.889417 2.054243 0.1 0.3 -0.1 1.1219
H -2.842150 0.138132 0.289435 0.4 0.2 0.1 -0.9464
H 0.117382 0.464655 -0.499053 -0.4 -0.2 -0.2 0.5207
H 0.415658 -0.830614 -2.752786 -0.3 0.3 0.0 0.4091
H -0.775585 1.874877 -3.588307 0.3 -0.1 0.1 0.3005
H 0.560767 1.675733 -2.416642 -0.2 0.0 -0.1 0.4278
H -0.049555 2.587168 -5.650532 0.3 -0.2 -0.1 0.3332
H 1.468062 2.351622 -7.628151 0.1 -0.2 0.3 0.3684
H 3.454973 0.840511 -7.495015 -0.2 0.1 0.4 0.3669
H 3.980167 -0.329280 -5.347462 -0.3 0.2 -0.1 0.3801
H 2.435629 -0.098985 -3.394759 0.0 0.1 -0.4 0.4437
H -3.108485 -1.580427 -5.532489 0.0 0.1 0.3 0.3820
H -3.907390 -2.420237 -4.185850 0.1 0.2 -0.1 0.3056
H -4.392737 -0.760991 -4.611808 0.2 -0.1 0.0 0.3164
H -2.626604 -2.636047 -1.690533 -0.2 0.2 0.1 0.3822
H -3.265482 -1.586506 -0.403200 -0.1 -0.1 -0.2 0.3926
H -4.288132 -1.970633 -1.811924 0.3 0.0 0.1 0.4598
H -3.432398 1.404201 -2.870139 -0.1 -0.2 0.2 0.3382
H -4.723338 0.226231 -2.466056 0.3 0.2 0.1 0.4856
H -3.787622 1.018902 -1.166055 -0.1 0.0 -0.3 0.3822
H -4.077532 0.051720 1.603680 0.1 0.3 0.5 0.2940
H -5.837630 0.340557 3.253053 0.4 0.0 0.1 0.4272
C 6.157044 -4.083401 0.342994 0.1 0.0 0.0 -1.2755
C 5.678475 -2.894431 1.165612 -0.3 0.2 0.2 -0.2732
C 4.642353 -2.043282 0.427841 -0.1 0.0 -0.1 -0.7423
N 4.291712 -0.835076 1.179724 0.3 -0.1 -0.3 -0.1326
C 3.021400 -0.494859 1.482046 0.4 0.0 0.3 0.3071
C 2.843017 0.843938 2.221497 0.1 -0.4 -0.4 0.2115
C 3.931238 1.198869 3.264313 -0.1 -0.4 -0.1 -0.8115
C 3.159360 1.644199 4.522576 -0.3 0.4 -0.2 -0.7948
C 1.690858 1.176767 4.311218 0.1 0.1 0.7 -0.5719
N 1.591606 0.798525 2.926769 -0.9 0.1 -0.3 -0.1672
O 2.050227 -1.199445 1.215209 0.1 0.3 -0.2 -0.7581
H 6.830116 -4.693678 0.950851 -0.1 0.0 -0.2 0.3534
H 5.319630 -4.714434 0.021135 0.2 0.1 0.1 0.3290
H 6.705986 -3.755769 -0.547797 -0.1 -0.1 0.1 0.3242
H 5.230575 -3.239925 2.110719 0.2 0.1 -0.2 0.2745
H 6.536330 -2.256036 1.430453 -0.2 -0.2 0.0 0.3269
H 5.043962 -1.737345 -0.549424 -0.1 -0.1 0.1 0.3356
H 3.705646 -2.596187 0.258826 0.4 0.2 0.1 0.3235
H 5.073670 -0.237974 1.445628 -0.6 -0.1 0.0 0.3056
H 2.808033 1.620514 1.430082 0.1 -0.2 0.2 0.2353
H 4.557195 0.324994 3.503905 -0.3 0.2 -0.1 0.3443
H 4.587354 1.968202 2.857278 0.0 0.0 0.2 0.3620
H 3.589541 1.203471 5.424405 -0.1 0.1 -0.1 0.3500
H 3.194415 2.737707 4.628271 0.0 -0.3 0.0 0.2660
H 1.445524 0.352032 5.003337 0.1 0.2 -0.3 0.3232
H 0.982976 1.997256 4.510200 0.3 -0.1 0.3 0.1833
H 0.980561 0.018359 2.690466 0.9 -0.1 0.3 0.4095
```
Forces are in eV/Å.


3.
Below is a structure of composition C31H44N4OP2Zn at a distorted geometry, with properties calculated with ωB97M-V/def2-TZVPD.

Values from the calculation:
E_HOMO (spin up / spin down) ... -6.0824 / -6.1358 eV
Strongest force on any atom ... 2.5 eV/A
Orbital gap (spin up / spin down) ... 5.09 / 5.16 eV

```
83
Properties=species:S:1:pos:R:3:forces:R:3:mulliken_charge:R:1
Zn 2.583899 1.396612 -3.734407 -1.0 -0.8 0.9 -0.3796
C 2.105359 2.784228 -5.304220 -0.7 1.5 -1.1 -0.9299
C 0.746706 2.700446 -5.320431 0.5 1.5 -0.5 0.1518
C -0.049263 2.062984 -6.403128 0.0 -0.9 -0.5 -1.0654
C 0.535618 0.676730 -6.852139 -0.9 1.1 -1.3 -1.1986
C 1.143424 -0.072723 -5.745970 -0.7 -1.6 0.3 -0.7283
C 2.425620 0.054463 -5.161719 1.3 -0.6 -0.8 -0.2894
C 3.469872 0.784336 -6.017140 0.2 -0.1 -0.4 -1.0678
C 2.997638 2.203804 -6.386688 0.8 0.4 0.2 -1.1998
C 2.088569 -0.897869 -0.849585 -0.3 -0.7 0.7 -1.3691
H 2.558819 3.604703 -4.713000 -0.5 -0.7 -0.3 1.0971
H 0.172729 3.369814 -4.672138 0.4 -0.2 0.1 0.9423
H -0.134436 2.720692 -7.295366 0.1 0.0 0.5 0.4210
H -1.077043 1.873399 -6.060253 0.3 0.2 0.0 0.3698
H -0.367545 0.179432 -7.250479 0.6 -0.3 0.3 0.3867
H 1.186079 0.782106 -7.743011 -0.1 0.1 0.5 0.3875
H 0.566233 -0.969692 -5.511709 0.5 0.2 0.3 0.9135
H 2.822406 -0.864783 -4.728560 -0.3 0.0 -0.2 1.0749
H 3.681305 0.253435 -6.954248 0.2 -0.1 0.2 0.3906
H 4.411594 0.885766 -5.445645 -0.2 -0.3 -0.3 0.4069
H 3.902042 2.835395 -6.348514 -0.4 -0.1 -0.6 0.3443
H 2.555586 2.242422 -7.398544 0.2 0.2 0.7 0.3017
H 2.374025 0.003693 -0.310140 -0.2 -0.8 0.0 0.4658
H 2.661219 -1.798791 -0.673393 0.5 0.1 0.2 0.4676
H 1.042998 -1.127885 -1.101446 0.9 0.9 0.6 0.4891
P -0.504213 -1.062590 -2.735951 1.8 -1.5 0.3 0.3247
P -0.693618 1.850527 -1.465642 0.9 -0.2 1.0 0.0783
N 0.550594 -2.513018 -3.708595 0.3 0.3 0.0 0.7167
N -1.784690 -2.103774 -2.518067 -1.5 -1.1 1.0 0.8160
N 0.860801 2.667551 -1.998895 2.4 0.7 0.0 0.3685
N -1.354509 3.312034 -0.887924 -0.8 0.7 0.7 0.5849
C -1.301422 0.266581 -3.678886 -0.7 0.2 -1.5 0.7183
C -1.567174 1.677695 -3.050638 0.1 0.2 -0.8 -1.0493
C 1.911528 -2.688264 -3.408841 -0.4 -0.1 -1.3 -0.5410
C 2.488846 -3.599207 -4.315841 -0.8 0.3 0.7 -0.4859
C 1.407037 -4.108314 -5.105617 -0.9 0.8 0.3 -0.7651
C 0.252918 -3.428265 -4.714320 0.2 0.3 0.1 -0.4523
C -1.589344 -3.237916 -1.700672 -1.1 0.1 -0.7 -0.6249
C -2.762467 -3.963074 -1.677665 0.7 0.6 -0.2 -0.6589
C -3.737953 -3.245244 -2.465671 1.0 0.5 0.0 -0.6748
C -3.113275 -2.110260 -2.948685 -0.2 -1.0 0.3 -0.3704
C 2.169125 2.070130 -1.806713 -0.9 2.1 0.1 0.3616
C 3.134161 3.044671 -2.256012 -1.4 0.3 1.0 -0.9284
C 2.426688 4.249481 -2.520803 0.4 -0.3 -0.6 -1.2253
C 1.072682 3.976466 -2.388311 0.2 -1.0 0.8 -0.3053
C -1.913387 4.440017 -1.497919 -0.5 0.3 0.9 -0.3084
C -2.457395 5.246755 -0.503658 0.7 -1.0 -0.5 -0.8886
C -2.206456 4.602220 0.754756 0.2 -0.3 -0.1 -0.7376
C -1.522231 3.438216 0.499516 -0.3 0.3 -0.7 0.2103
H -2.244483 -0.103364 -4.070206 0.0 0.1 -0.3 0.7811
H -0.635455 0.364240 -4.545988 -0.2 0.2 0.2 -1.8898
H -1.284057 2.456021 -3.783516 -0.3 -0.4 0.3 0.3954
H -2.645072 1.833929 -2.833761 0.6 -0.3 0.0 0.5782
H 2.274868 -2.124728 -2.564819 0.5 -0.1 -0.4 0.0300
H 3.537131 -3.910086 -4.424169 -0.7 0.2 0.4 0.4491
H 1.401943 -4.891114 -5.863468 0.2 0.3 0.3 0.4179
H -0.778467 -3.533838 -5.041165 0.3 0.0 -0.1 0.4545
H -0.616650 -3.391896 -1.255814 -0.2 -0.1 0.0 0.3986
H -2.874578 -4.917001 -1.171883 -0.1 0.3 -0.1 0.4360
H -4.759087 -3.544047 -2.659815 0.1 0.1 0.1 0.4462
H -3.510332 -1.327362 -3.568872 -0.1 -0.1 0.0 0.4407
H 2.279004 1.434930 -0.925869 -0.1 -0.2 -1.1 0.3725
H 4.197420 2.876679 -2.373476 0.0 0.1 0.5 0.7127
H 2.894112 5.169283 -2.905521 -0.5 -0.5 0.3 0.3733
H 0.220146 4.631085 -2.416104 0.1 0.2 -0.4 0.5354
H -1.852464 4.604504 -2.567903 -0.2 -0.2 0.2 0.4944
H -2.973358 6.180459 -0.660911 0.1 0.0 0.0 0.4617
H -2.514212 4.941361 1.743370 0.2 -0.1 -0.4 0.4380
H -1.130133 2.628096 1.102416 -0.2 0.1 0.1 -0.3128
C 0.645509 0.978768 2.773938 -0.2 0.1 0.3 -1.5322
C -0.390625 0.069676 2.080537 0.2 -0.3 1.2 1.2851
C -0.053810 -1.378890 2.491665 -0.1 -0.1 -0.4 -1.8283
C -1.804181 0.359372 2.624476 -0.1 0.1 0.2 -1.4911
O -0.347435 0.276939 0.766654 0.0 0.4 -1.9 -0.1725
H 0.677984 0.873404 3.852173 0.1 -0.2 0.4 0.4280
H 0.425839 2.018938 2.583670 -0.2 0.5 -0.2 0.3011
H 1.632629 0.795182 2.366531 0.3 -0.2 -0.1 0.2984
H -0.064282 -1.465412 3.574328 0.1 -0.3 0.2 0.4375
H -0.762472 -2.077528 2.049258 -0.4 0.0 0.1 0.3550
H 0.904042 -1.700116 2.089803 0.4 0.2 0.1 0.3379
H -2.055352 1.406433 2.494484 -0.1 0.3 -0.2 0.2501
H -2.523621 -0.231903 2.063761 -0.1 -0.1 -0.2 0.3464
H -1.955935 0.152785 3.682882 0.2 -0.2 0.2 0.4260
```
Forces are in eV/Å.